{"formula": "C2H14NO3", "method": "the ωB97M-V functional and the def2-TZVPD basis", "elements": ["O", "O", "O", "N", "C", "C", "H", "H", "H", "H", "H", "H", "H", "H", "H", "H", "H", "H", "H", "H"], "positions_angstrom": [[-1.14, -0.24, 2.72], [-1.35, 2.08, 0.63], [3.29, -0.70, -0.79], [-0.67, -0.16, -0.70], [-0.39, 0.11, -2.14], [0.11, -1.34, -0.20], [-1.46, 2.38, 1.55], [0.65, 0.38, -2.24], [-1.70, -0.27, -0.64], [3.75, -0.33, -0.03], [-1.72, 2.87, 0.18], [-0.96, 0.98, -2.44], [-1.75, -0.29, 3.47], [0.42, -1.11, 0.82], [-0.71, -0.78, -2.67], [3.94, -0.66, -1.50], [-0.35, -0.73, 2.97], [1.00, -1.33, -0.78], [-0.50, -2.22, -0.10], [-0.39, 0.65, -0.13]], "mol_weight_g_mol": 100.14, "s_squared": 0.750, "spin_multiplicity": 2, "lumo_ev": [0.65, 0.45], "e_tot_ha": -364.92157, "e_above_lowest_kj_mol": 63.24}


{"formula": "C2H14NO3", "method": "the ωB97M-V functional and the def2-TZVPD basis", "elements": ["O", "O", "O", "N", "C", "C", "H", "H", "H", "H", "H", "H", "H", "H", "H", "H", "H", "H", "H", "H"], "positions_angstrom": [[0.56, -2.15, 1.44], [-0.63, -1.51, -0.98], [2.52, -1.03, 0.21], [-0.47, 0.99, -0.51], [-0.84, 1.11, 0.91], [-0.83, 2.21, -1.30], [0.10, -2.92, 1.80], [-0.64, 0.12, 1.36], [-0.16, -1.95, -1.69], [0.54, 0.92, -0.64], [-1.95, 1.25, 1.02], [-0.48, 1.94, 1.47], [-0.55, -1.98, -0.13], [2.91, -1.89, 0.38], [-1.14, 2.07, -2.34], [-0.94, 0.12, -0.94], [-1.81, 2.65, -1.02], [1.39, -2.43, 1.06], [2.51, -0.52, 1.02], [-0.09, 2.99, -1.12]], "mol_weight_g_mol": 100.14, "charge": 1, "spin_multiplicity": 1, "lumo_ev": -3.01, "e_tot_ha": -364.80894, "e_above_lowest_kj_mol": 143.65}